Version 1
Here is a 3-piece molecular cluster, C3H11NS overall from OMol25. Energies are from ωB97M-V/def2-TZVPD.

Computed properties:
Frontier orbital gap (eV): 7.28
HOMO (eV): -8.68
2S+1: 1

The geometry in XYZ format:
```
16
Properties=species:S:1:pos:R:3:lowdin_charge:R:1
S 0.7989 2.1349 0.6278 0.43
H 2.0338 2.6002 0.7873 -0.26
C 0.3118 -1.1151 -0.2219 -0.37
C -1.2354 -1.2130 -0.2299 -0.26
C -1.7442 -1.2215 -1.6859 -0.13
N 0.9507 -0.9623 1.0643 -0.05
H 0.7017 -1.9968 -0.7707 0.11
H 0.5547 -0.2491 -0.8488 0.01
H -1.5979 -0.3232 0.3014 0.10
H -1.6854 -2.0998 0.2505 0.10
H -1.5932 -0.2570 -2.1782 0.06
H -1.2813 -2.0435 -2.2683 0.08
H -2.8408 -1.3937 -1.7187 0.07
H 1.0798 0.0644 1.1629 -0.09
H 0.4416 -1.3819 1.8425 0.07
H 1.3492 1.5096 -1.1763 0.14
```

Version 2
Here is a 2-piece molecular cluster, C3H11NS overall from OMol25. Energies are from ωB97M-V/def2-TZVPD.

Computed properties:
Frontier orbital gap (eV): 9.60
HOMO (eV): -8.53
2S+1: 1

The geometry in XYZ format:
```
16
Properties=species:S:1:pos:R:3:lowdin_charge:R:1
C -1.8765 2.0295 -4.2000 -0.22
N -2.7352 1.2225 -5.0776 -0.08
H -2.1175 3.1055 -4.2480 0.07
H -0.8831 2.2747 -4.5743 0.06
H -1.6351 1.5229 -3.2726 0.06
H -2.2813 0.3435 -5.3169 0.05
H -3.5328 0.9268 -4.5233 0.05
C 0.7181 -0.3113 3.6571 -0.50
S 1.1030 -1.8705 4.3460 0.73
C 2.5651 -2.2252 3.3723 -0.47
H 1.2241 -0.2298 2.6690 0.04
H 1.1255 0.5355 4.2981 0.05
H -0.3408 -0.0592 3.5790 0.03
H 2.8947 -3.2711 3.4169 0.03
H 2.2791 -2.3151 2.3149 0.04
H 3.4927 -1.6788 3.5595 0.04
```

Stability summary: most stable version 2, least stable version 1.

Version 1
Here is C23H21F6N6O2PdSSb as an isolated structure from OMol25. Energies are from ωB97M-V/def2-TZVPD.

Computed properties:
Expectation value of S²: 3.767
Frontier orbital gap (alpha / beta) (eV): 8.39 / 4.85
Charge: +1
HOMO (alpha / beta) (eV): -11.78 / -11.64
2S+1: 4

The geometry in XYZ format:
```
61
Properties=species:S:1:pos:R:3:lowdin_charge:R:1
Pd -0.4266 0.2911 -0.1090 0.98
C 3.9127 0.0617 1.2526 0.01
C 2.4246 0.1066 1.0865 -0.22
N 1.8155 0.1400 -0.0353 0.01
N 2.4695 0.1141 -1.2147 0.02
C 1.8425 0.3200 -2.4032 -0.79
N 2.6297 0.2306 -3.4791 0.12
S 0.2213 0.7023 -2.5734 0.79
C 1.5780 0.1365 2.2996 -0.21
C 2.1240 0.2100 3.5737 0.00
C 1.2747 0.3082 4.6671 -0.03
C -0.0910 0.3146 4.4637 -0.01
C -0.5649 0.1999 3.1618 -0.10
N 0.2508 0.1167 2.1220 0.05
H 4.4542 0.1507 0.3151 0.07
H 4.2102 -0.8712 1.7330 0.11
H 4.2369 0.8860 1.8869 0.10
H 3.4652 -0.0407 -1.2211 0.14
H 3.6136 0.0291 -3.4269 0.12
H 2.2207 0.3894 -4.3832 0.11
H 3.1933 0.1941 3.7250 0.11
H 1.6876 0.3807 5.6642 0.12
H -0.7870 0.4020 5.2853 0.12
H -1.6235 0.1730 2.9559 0.09
O -0.4807 -1.8861 -0.9495 -0.03
C -1.4335 -2.2113 -0.2263 -0.55
N -2.1267 -3.3654 -0.2547 0.18
C -3.1378 -3.4007 0.7789 -0.22
C -2.8161 -1.9587 1.5249 -0.37
O -3.3633 -1.6198 2.5284 0.19
N -1.8767 -1.3816 0.7604 0.16
C -2.8909 -4.5319 1.7505 -0.15
C -1.7584 -4.5036 2.5637 -0.01
C -1.4928 -5.5515 3.4252 -0.06
C -2.3474 -6.6453 3.4747 -0.06
C -3.4629 -6.6899 2.6535 -0.05
C -3.7406 -5.6351 1.7977 -0.01
C -4.5410 -3.2258 0.2841 -0.15
C -5.5870 -3.1933 1.2164 -0.01
C -6.8887 -3.0323 0.7890 -0.04
C -7.1599 -2.8773 -0.5669 -0.04
C -6.1246 -2.8765 -1.4933 -0.05
C -4.8171 -3.0364 -1.0721 0.01
H -1.9291 -4.1322 -0.8764 0.18
H -1.0907 -3.6491 2.5257 0.12
H -0.6203 -5.5157 4.0641 0.11
H -2.1401 -7.4629 4.1523 0.11
H -4.1218 -7.5476 2.6773 0.11
H -4.6076 -5.6792 1.1528 0.12
H -5.3634 -3.2780 2.2717 0.13
H -7.6959 -3.0125 1.5084 0.12
H -8.1806 -2.7432 -0.8996 0.12
H -6.3347 -2.7491 -2.5464 0.12
H -4.0112 -3.0306 -1.7931 0.12
F 0.1611 2.5666 0.0029 -0.43
Sb -1.7568 3.1346 -0.1550 1.43
F -1.2413 3.7875 -1.8364 -0.34
F -1.2961 4.6235 0.8760 -0.33
F -3.5558 3.6210 -0.1780 -0.32
F -1.8884 2.0052 1.3961 -0.38
F -2.2949 1.4256 -1.0236 -0.45
```

Version 2
Here is C23H21F6N6O2PdSSb as an isolated structure from OMol25. Energies are from ωB97M-V/def2-TZVPD.

Computed properties:
Expectation value of S²: 3.771
Frontier orbital gap (alpha / beta) (eV): 8.23 / 5.33
Charge: +1
HOMO (alpha / beta) (eV): -11.57 / -11.77
2S+1: 4

The geometry in XYZ format:
```
61
Properties=species:S:1:pos:R:3:lowdin_charge:R:1
Pd 0.9388 1.8049 -0.9866 0.96
C 5.2708 1.5626 0.2797 0.01
C 3.7780 1.6065 0.1447 -0.21
N 3.1279 1.6249 -0.9516 0.00
N 3.7697 1.5775 -2.1543 0.02
C 3.0877 1.8033 -3.3089 -0.79
N 3.8401 1.7277 -4.4131 0.12
S 1.4643 2.1796 -3.4032 0.80
C 2.9474 1.6663 1.3856 -0.21
C 3.5255 1.7458 2.6364 0.00
C 2.6967 1.8507 3.7475 -0.02
C 1.3303 1.8648 3.5665 -0.01
C 0.8289 1.7635 2.2750 -0.10
N 1.6213 1.6620 1.2152 0.05
H 5.8115 1.6340 -0.6590 0.07
H 5.5754 0.6388 0.7746 0.11
H 5.6048 2.3982 0.8955 0.10
H 4.7606 1.4104 -2.1768 0.14
H 4.8272 1.5386 -4.3997 0.12
H 3.4015 1.9023 -5.3009 0.11
H 4.5989 1.7351 2.7593 0.11
H 3.1257 1.9280 4.7382 0.12
H 0.6492 1.9609 4.4006 0.12
H -0.2345 1.7732 2.0808 0.10
O 0.8119 -0.4060 -1.7520 -0.03
C -0.1385 -0.7524 -1.0419 -0.55
N -0.8107 -1.9269 -1.0993 0.17
C -1.8678 -2.0103 -0.1281 -0.21
C -1.5586 -0.4863 0.6801 -0.36
O -2.1598 -0.2084 1.6569 0.20
N -0.6127 0.0839 -0.0681 0.17
C -1.6480 -3.1257 0.8580 -0.15
C -0.5167 -3.0969 1.6770 -0.02
C -0.2583 -4.1372 2.5481 -0.05
C -1.1230 -5.2281 2.6026 -0.06
C -2.2393 -5.2703 1.7823 -0.05
C -2.5089 -4.2189 0.9146 -0.01
C -3.2360 -1.8098 -0.6589 -0.15
C -4.3234 -1.7888 0.2327 -0.01
C -5.6046 -1.6219 -0.2466 -0.04
C -5.8185 -1.4443 -1.6139 -0.03
C -4.7455 -1.4298 -2.4990 -0.04
C -3.4579 -1.5965 -2.0269 0.01
H -0.5455 -2.6897 -1.7003 0.18
H 0.1611 -2.2490 1.6397 0.12
H 0.6136 -4.1017 3.1892 0.11
H -0.9213 -6.0443 3.2849 0.11
H -2.9052 -6.1226 1.8133 0.11
H -3.3768 -4.2612 0.2690 0.12
H -4.1460 -1.8853 1.2978 0.13
H -6.4405 -1.6094 0.4404 0.12
H -6.8252 -1.3012 -1.9870 0.12
H -4.9164 -1.2846 -3.5569 0.12
H -2.6267 -1.5804 -2.7169 0.12
F 1.4211 4.0481 -0.9004 -0.42
Sb -0.4169 4.7068 -1.0061 1.35
F 0.0212 5.3262 -2.6877 -0.33
F 0.0960 6.2157 -0.0578 -0.32
F -2.1950 5.2222 -1.0263 -0.32
F -0.5987 3.6878 0.5707 -0.36
F -0.9301 3.0375 -1.8287 -0.44
```

Stability summary: most stable version 2, least stable version 1.

Version 1
Here is an isolated ion of composition C4H10NS and charge +1 from OMol25. Energies are from ωB97M-V/def2-TZVPD.

Computed properties:
Frontier orbital gap (eV): 8.26
Charge: +1
HOMO (eV): -11.91
2S+1: 1

The geometry in XYZ format:
```
16
Properties=species:S:1:pos:R:3:lowdin_charge:R:1
C -1.2127 -0.3675 0.2834 -0.19
C -0.5146 0.9762 0.5302 -0.16
C 0.0790 -0.9411 -0.2553 -0.64
C 0.9791 -1.6351 0.6852 -0.11
N -0.4239 2.1253 -0.3475 0.13
S 0.5352 -0.6838 -1.9035 0.87
H -1.4324 -0.8063 1.1790 0.07
H -2.1539 -0.4613 -0.4671 0.17
H 0.0019 1.1417 1.4487 0.11
H 0.9650 -2.6933 0.1699 0.14
H 0.5456 -1.7467 1.7002 0.10
H 1.9931 -1.2577 0.8366 0.09
H 0.3522 2.7946 -0.1163 0.19
H -1.4021 2.6073 -0.3070 0.22
H -0.1327 1.8183 -1.2778 0.10
H 1.8213 -0.8707 -2.1586 -0.10
```

Version 2
Here is a 2-piece molecular cluster, C4H10NS overall from OMol25. Energies are from ωB97M-V/def2-TZVPD.

Computed properties:
Frontier orbital gap (alpha / beta) (eV): 8.48 / 8.48
Charge: +1
HOMO (alpha / beta) (eV): -12.03 / -12.03
2S+1: 1

The geometry in XYZ format:
```
16
Properties=species:S:1:pos:R:3:lowdin_charge:R:1
C -0.3626 0.0622 2.2406 -0.09
C 0.1939 -0.0302 0.9873 -0.45
C 2.0086 0.9197 -1.1547 -0.27
C -1.2641 -1.0388 -0.6868 0.00
N -2.2360 -0.1083 -0.6762 0.06
S 1.9248 0.3741 0.6357 1.01
H 0.0331 0.4376 3.1896 0.05
H -1.4047 -0.2917 2.5868 0.08
H 0.9151 0.7426 -1.5738 0.06
H 2.6076 0.1990 -1.6908 0.04
H 2.2698 2.0016 -1.4454 0.09
H -0.4800 -0.9165 -1.4783 0.09
H -1.2413 -1.9439 -0.0674 0.10
H -2.3241 0.5807 -1.4317 0.13
H 2.3623 -0.8148 0.5400 -0.04
H -3.0024 -0.1733 0.0250 0.14
```

Version 3
Here is C4H10NS as an isolated structure from OMol25. Energies are from ωB97M-V/def2-TZVPD.

Computed properties:
Frontier orbital gap (eV): 8.31
Charge: +1
HOMO (eV): -13.68
2S+1: 1

The geometry in XYZ format:
```
16
Properties=species:S:1:pos:R:3:lowdin_charge:R:1
C -1.0752 -0.5134 -0.4557 -0.15
C 1.1170 0.8234 0.5826 -0.12
C 0.2924 -0.0389 -0.5833 -0.22
C 0.3607 0.7195 1.8848 -0.15
N 1.0289 -0.3161 -1.6147 0.27
S -2.0992 -1.9877 -2.0528 0.62
H -1.3316 -0.7461 0.6526 0.11
H -1.5892 0.3986 -0.8069 0.10
H 1.0945 1.9092 0.2450 0.15
H 2.0799 0.2940 0.6481 0.13
H -0.7549 0.9300 2.1188 0.12
H 0.8871 1.3824 2.6808 0.12
H 0.4981 -0.2921 2.2784 0.08
H -3.2224 -1.8031 -1.5062 -0.27
H 1.9033 0.0808 -1.6929 0.12
H 0.8107 -0.8407 -2.3785 0.10
```

Stability summary: most stable version 3, least stable version 2.